Entry 1:
# C3HInLiO4

C3HInLiO4 as an isolated structure (wB97M-V/def2-TZVPD, the Open Molecules 2025 dataset).

Results
Kohn-Sham gap: 5.7598 eV
Total energy: -16656.789 eV
Total charge: +3
Spin multiplicity: 1

Atoms and positions in Å:
1 O -1.91 0.05 0.91
2 C -0.93 0.86 1.20
3 O 0.15 0.77 0.46
4 O -1.47 2.01 1.28
5 In -1.30 -1.65 0.04
6 C 0.37 -0.46 -0.17
7 C 1.51 -0.73 -0.73
8 O 2.49 -1.12 -1.26
9 Li 3.63 -1.20 -2.77
10 H -2.54 1.47 1.02

---

Entry 2:
# C3HN

One molecule with the formula C3HN (wB97M-V/def2-TZVPD, the Open Molecules 2025 dataset).

Results
Kohn-Sham gap: 9.4661 eV
Total energy: -4612.364 eV
Structure (SMILES): C#CC#N
Spin multiplicity: 1

Atoms and positions in Å:
1 C 1.03 0.49 -0.05
2 C 0.56 -0.35 -0.80
3 C -0.73 -0.63 -0.30
4 N -1.71 -0.63 0.34
5 H 0.85 1.13 0.80

---

Question: What is the spin multiplicity in the first record?
Answer: 1

---

Question: Which formula does entry 2 have?
Answer: C3HN

---

Question: What is the formula in the first record?
Answer: C3HInLiO4

---

Question: Among the records above, which one has the lowest total energy?
Answer: C3HInLiO4